Entry 1:
The following is a DFT calculation (wB97M-V/def2-TZVPD) of a cluster of 4 separate species, CH7NO in total in a non-equilibrium geometry.

LUMO = 0.0202 hartree
energy relative to the best compared isomer or geometry (same formula, charge and spin) = 117.9 kcal/mol

The geometry in ORCA input format:
```
! wB97M-V def2-TZVPD RIJCOSX def2/J DEFGRID3
* xyz 0 1
C 0.8432 -0.9288 -0.2940
H -2.9623 1.3868 0.8498
H -1.2750 0.1846 0.3765
H 0.9002 0.5660 0.9104
H 0.7971 1.0917 -0.7531
H 0.4043 -1.5304 -1.1726
H 1.9762 -1.0148 -0.5116
H 0.5069 -1.6509 0.4423
N 0.5137 0.3823 -0.0905
O -1.7043 1.5133 0.2430
*
```

---

Entry 2:
The following is a DFT calculation (wB97M-V/def2-TZVPD) of a cluster of 2 separate species, CH7NO in total in a non-equilibrium geometry.

SMILES = CN.O
LUMO = 0.0334 hartree
energy relative to the best compared isomer or geometry (same formula, charge and spin) = 3.5 kcal/mol

The geometry in ORCA input format:
```
! wB97M-V def2-TZVPD RIJCOSX def2/J DEFGRID3
* xyz 0 1
C -1.2274 -0.4588 1.1627
N -0.5207 -0.5657 -0.1460
H -1.3916 0.6154 1.2328
H -2.1868 -1.0510 1.2901
H -0.6167 -0.8069 1.9868
H -0.2070 -1.5325 -0.2029
H -1.2559 -0.4835 -0.8700
O 1.7178 0.9696 -1.0339
H 2.1253 1.5494 -0.4233
H 0.8002 0.6656 -0.6969
*
```

---

Entry 3:
The following is a DFT calculation (wB97M-V/def2-TZVPD) of a cluster of 2 separate species, CH7NO2 in total.

SMILES = NCO.O
LUMO = 0.0278 hartree
energy relative to the best compared isomer or geometry (same formula, charge and spin) = 8.6 kcal/mol

The geometry in ORCA input format:
```
! wB97M-V def2-TZVPD RIJCOSX def2/J DEFGRID3
* xyz 0 1
N 1.6332 0.9580 0.5730
C 1.1581 -0.2835 -0.0335
O 0.6636 -0.1608 -1.3234
H 1.7273 1.7417 -0.0511
H 1.1646 1.1409 1.4401
H 1.9352 -1.0586 0.0384
H 0.3282 -0.6549 0.5522
H 1.3488 -0.0133 -1.9811
O -3.5150 -0.4499 -0.0545
H -2.9287 0.0969 0.4765
H -3.5154 -1.3165 0.3635
*
```

---

Entry 4:
The following is a DFT calculation (wB97M-V/def2-TZVPD) of a cluster of 2 separate species, CH7NO2 in total in a non-equilibrium geometry.

SMILES = NCO.O
LUMO = 0.0362 hartree
energy relative to the best compared isomer or geometry (same formula, charge and spin) = 17.4 kcal/mol

The geometry in ORCA input format:
```
! wB97M-V def2-TZVPD RIJCOSX def2/J DEFGRID3
* xyz 0 1
N -3.1292 1.8190 -0.8950
C -1.8724 1.4580 -0.2042
O -1.1289 0.7196 -1.1608
H -2.9298 2.6331 -1.4182
H -3.4695 1.1053 -1.5943
H -1.3234 2.3976 0.0798
H -2.1670 0.8725 0.7244
H -0.2969 1.0147 -1.3270
O 5.6018 -3.8849 1.5612
H 5.6178 -3.4586 2.3598
H 5.0976 -4.6763 1.8744
*
```

---

Entry 5:
The following is a DFT calculation (wB97M-V/def2-TZVPD) of a cluster of 2 separate species, CH7NO2P2 in total in a non-equilibrium geometry.

SMILES = Cp1[nH]o1.OP
LUMO = 0.0249 hartree
energy relative to the best compared isomer or geometry (same formula, charge and spin) = 39.3 kcal/mol

The geometry in ORCA input format:
```
! wB97M-V def2-TZVPD RIJCOSX def2/J DEFGRID3
* xyz 0 1
C -1.9450 -0.6411 -1.5965
P -0.7566 0.2448 -0.4711
N -1.8524 0.5813 0.7927
O -1.5609 1.6519 -0.0848
H -2.2745 -1.5715 -1.0582
H -2.8472 -0.0199 -1.7958
H -1.4887 -0.8278 -2.5688
H -1.7091 0.9606 1.7493
O 2.0836 -0.1180 0.3943
P 3.3810 0.4415 1.2487
H 2.0886 0.0543 -0.4787
H 4.1417 -0.7618 1.3924
H 2.7394 0.0056 2.4764
*
```

---

Entry 6:
The following is a DFT calculation (wB97M-V/def2-TZVPD) of the ion CH7NO4P3S2 with charge -1 in a non-equilibrium geometry.

LUMO = 0.1173 hartree

The geometry in ORCA input format:
```
! wB97M-V def2-TZVPD RIJCOSX def2/J DEFGRID3
* xyz -1 1
O 1.2754 1.1182 1.6644
P 1.2762 1.4654 0.0283
O 2.8626 1.1229 -0.4249
P 0.1818 -0.2620 -0.9604
N 0.7846 -1.4139 0.4509
C 0.7205 -2.5695 0.2415
S 0.3290 -4.1170 0.2509
P -1.7658 0.2628 0.1246
O -2.9247 0.3703 -1.0271
O -1.7141 1.7697 0.7769
S -2.2541 -0.9794 1.5478
H 1.9352 0.4381 1.8305
H 3.4185 1.1246 0.3553
H -0.1672 0.6967 -2.0144
H -0.5471 -1.3152 -1.6127
H 1.3767 -0.6181 -1.7139
H -3.0015 1.3066 -1.2415
H -1.7860 1.5999 1.7238
*
```

---

Entry 7:
The following is a DFT calculation (wB97M-V/def2-TZVPD) of a cluster of 2 separate species, CH7NOS in total in a non-equilibrium geometry.

LUMO (spin up / spin down) = -0.1416 / -0.3364 hartree
energy relative to the best compared isomer or geometry (same formula, charge and spin) = 5.9 kcal/mol

The geometry in ORCA input format:
```
! wB97M-V def2-TZVPD RIJCOSX def2/J DEFGRID3
* xyz 1 2
S 1.8726 4.1844 2.2829
H 2.9328 4.7007 2.9140
H 1.4056 3.4417 3.2924
N -0.3296 -2.4251 -1.3633
C -1.1309 -1.2329 -1.4093
O -1.1266 -0.8439 -0.0654
H 0.6045 -2.4696 -0.9337
H -0.8183 -3.3001 -1.1450
H -0.7113 -0.4896 -2.0533
H -2.1753 -1.4644 -1.6415
H -0.5235 -0.1011 0.1223
*
```

---

Entry 8:
The following is a DFT calculation (wB97M-V/def2-TZVPD) of a cluster of 2 separate species, CH7NOS2 in total in a non-equilibrium geometry.

LUMO (spin up / spin down) = 0.0983 / 0.0970 hartree
energy relative to the best compared isomer or geometry (same formula, charge and spin) = 21.9 kcal/mol

The geometry in ORCA input format:
```
! wB97M-V def2-TZVPD RIJCOSX def2/J DEFGRID3
* xyz -1 2
S -2.2340 1.0175 -5.1717
S -1.3436 -0.3363 -3.9475
H -1.5495 0.8630 -6.3041
H -0.2930 0.1599 -3.2294
N 0.3809 0.2502 1.3239
C 0.9467 -0.6346 2.2786
O 0.3802 -0.2775 3.5843
H -0.6193 0.3066 1.2662
H 0.8709 1.1218 1.4828
H 0.4124 -1.6398 2.0732
H 2.0212 -0.5772 2.3477
H 1.0271 -0.2534 4.2959
*
```

---

Entry 9:
The following is a DFT calculation (wB97M-V/def2-TZVPD) of the molecule CH7NSi2 in a non-equilibrium geometry.

SMILES = CN1[SiH2][SiH2]1
LUMO = -0.0137 hartree
energy relative to the best compared isomer or geometry (same formula, charge and spin) = 19.2 kcal/mol

The geometry in ORCA input format:
```
! wB97M-V def2-TZVPD RIJCOSX def2/J DEFGRID3
* xyz 0 1
C 0.6766 1.3485 0.2676
N 0.0476 0.0357 -0.0007
Si 0.3978 -1.7858 0.1538
Si -1.4818 -0.2005 -0.7065
H 1.4502 1.2226 1.0008
H 1.2547 1.7045 -0.6501
H -0.0681 2.1523 0.5247
H 1.8078 -2.0315 -0.2199
H 0.5578 -2.4110 1.6702
H -2.7592 -0.1953 -0.0178
H -1.8833 0.1604 -2.0220
*
```

---

Entry 10:
The following is a DFT calculation (wB97M-V/def2-TZVPD) of a cluster of 3 separate species, CH7O3 in total in a non-equilibrium geometry.

LUMO = 0.1663 hartree
energy relative to the best compared isomer or geometry (same formula, charge and spin) = 18.7 kcal/mol

The geometry in ORCA input format:
```
! wB97M-V def2-TZVPD RIJCOSX def2/J DEFGRID3
* xyz -1 1
C -0.6016 1.7301 0.5256
O -0.0474 0.5895 -0.1376
H 0.0947 1.8454 1.4529
H -0.5641 2.7628 -0.0756
H -1.6507 1.6735 0.9106
H 1.5058 0.1964 -0.1209
H 1.5266 -1.3449 0.0781
O 2.1089 -0.5748 0.0634
H -1.4755 -1.7707 -1.4241
H -1.1302 -0.6744 -0.1648
O -1.3986 -1.6483 -0.4021
*
```

---

Entry 11:
The following is a DFT calculation (wB97M-V/def2-TZVPD) of a cluster of 4 separate species, CH7O5 in total.

LUMO = 0.1452 hartree
energy relative to the best compared isomer or geometry (same formula, charge and spin) = 0.6 kcal/mol

The geometry in ORCA input format:
```
! wB97M-V def2-TZVPD RIJCOSX def2/J DEFGRID3
* xyz -1 1
O 2.0961 1.0683 -0.1092
C 1.5297 0.0145 -0.4167
O 0.3014 -0.2785 -0.3487
H 2.2051 -0.7860 -0.8155
H -0.8270 -1.6913 -2.6553
H -0.1119 -1.7908 -1.3315
O -0.4787 -2.3481 -2.0498
H -0.9115 -0.1849 0.7322
H -2.3635 0.2935 0.8806
O -1.6407 -0.0497 1.4112
H -0.6081 1.6031 1.8142
H 0.7604 1.8519 1.2022
O 0.0487 2.2980 1.6863
*
```

---

Entry 12:
The following is a DFT calculation (wB97M-V/def2-TZVPD) of a cluster of 4 separate species, CH7O5 in total in a non-equilibrium geometry.

LUMO = 0.1447 hartree
energy relative to the best compared isomer or geometry (same formula, charge and spin) = 11.7 kcal/mol

The geometry in ORCA input format:
```
! wB97M-V def2-TZVPD RIJCOSX def2/J DEFGRID3
* xyz -1 1
O -1.6758 0.3761 0.2392
C -0.8056 -0.0987 0.9679
O -0.0525 -1.0834 0.7982
H -0.6171 0.4491 1.9165
H 1.3325 1.7371 1.3602
H 1.7911 0.3997 1.2159
O 2.0910 1.2106 1.6417
H 0.8234 -1.9549 -0.5736
H 1.7562 -3.0457 -0.2734
O 1.2806 -2.6904 -1.0526
H -1.9087 2.3478 -2.0927
H -2.0740 0.8870 -1.6863
O -1.9411 1.4656 -2.4611
*
```

---

Entry 13:
The following is a DFT calculation (wB97M-V/def2-TZVPD) of a cluster of 2 separate species, CH7OS in total in a non-equilibrium geometry.

LUMO (spin up / spin down) = -0.4666 / -0.6237 hartree
energy relative to the best compared isomer or geometry (same formula, charge and spin) = 43.9 kcal/mol

The geometry in ORCA input format:
```
! wB97M-V def2-TZVPD RIJCOSX def2/J DEFGRID3
* xyz 2 2
O 2.0304 0.4326 -1.3091
H -1.5197 -1.4454 0.6362
H 2.7832 -0.0550 -1.6873
H 2.4486 1.3071 -1.3296
C -1.4954 0.7420 0.7600
S -0.3802 -0.6772 0.3968
H -1.6101 0.8253 1.8508
H -1.0341 1.5510 0.2204
H -2.5513 0.5988 0.4038
H 0.2959 0.1407 -0.5297
*
```

---

Entry 14:
The following is a DFT calculation (wB97M-V/def2-TZVPD) of the ion CH8N10 with charge +2 in a non-equilibrium geometry.

SMILES = N/C(=N/[NH3+])N(N)[n+]1nnn[nH]1
LUMO = -0.3248 hartree
energy relative to the best compared isomer or geometry (same formula, charge and spin) = 47.6 kcal/mol

The geometry in ORCA input format:
```
! wB97M-V def2-TZVPD RIJCOSX def2/J DEFGRID3
* xyz 2 1
N -1.5935 -0.7767 1.6501
C -0.6577 -0.0902 1.0526
N -0.4623 1.0619 1.5973
N 0.4755 2.1166 1.3094
N -0.0447 -0.6982 -0.1267
N -0.2036 -2.0806 -0.4838
N 0.5404 -0.0199 -1.1311
N 0.8933 1.2163 -1.2688
N 1.4330 1.2219 -2.4669
N 1.3720 0.1290 -3.0493
N 0.7834 -0.7251 -2.2458
H -1.8533 -0.2811 2.4387
H -2.0829 -1.7023 1.4354
H 0.9858 2.4632 2.1380
H 1.0028 2.2469 0.3888
H -0.2446 2.8753 1.1645
H -1.1364 -2.5167 -0.5990
H 0.4265 -2.6485 0.0668
H 0.3663 -1.7918 -1.8700
*
```

---

Entry 15:
The following is a DFT calculation (wB97M-V/def2-TZVPD) of a structure of composition CH8N2O in a non-equilibrium geometry.

LUMO (spin up / spin down) = -0.3205 / -0.3725 hartree
energy relative to the best compared isomer or geometry (same formula, charge and spin) = 149.9 kcal/mol

The geometry in ORCA input format:
```
! wB97M-V def2-TZVPD RIJCOSX def2/J DEFGRID3
* xyz 1 2
N 1.5766 0.5257 0.9933
H 1.8281 0.1916 0.0489
H 0.7028 1.0492 0.8997
H -1.0267 1.3507 3.0444
H 2.2781 1.2656 1.0666
N -1.1135 -1.5723 -2.2637
C -0.7794 -0.6864 -1.2936
O 0.1545 0.1888 -1.4124
H -0.2856 -1.6627 -2.8777
H -1.7283 1.1673 2.8894
H -1.6120 -0.3844 -0.5961
H 0.0053 -1.4331 -0.4987
*
```

---

Entry 16:
The following is a DFT calculation (wB97M-V/def2-TZVPD) of a cluster of 3 separate species, CH8N2O3 in total in a non-equilibrium geometry.

SMILES = NC(N)=O.O.O
LUMO = 0.0057 hartree
energy relative to the best compared isomer or geometry (same formula, charge and spin) = 22.4 kcal/mol

The geometry in ORCA input format:
```
! wB97M-V def2-TZVPD RIJCOSX def2/J DEFGRID3
* xyz 0 1
N 0.0396 -1.7573 -0.0546
C -1.1445 -1.4171 -0.6587
N -2.1229 -0.8408 0.0821
O -1.3550 -1.7523 -1.8553
H 0.4812 -1.0519 0.5092
H 0.7706 -2.2208 -0.6773
H -2.7077 -0.2730 -0.5613
H -1.8164 -0.5186 0.9800
O 0.4219 2.5293 -0.3345
H -0.3584 1.9886 -0.6969
H -0.0163 3.2144 0.1591
O 2.5562 0.3698 1.0186
H 3.3175 0.7267 1.4547
H 1.9343 1.0030 0.6348
*
```

---

Entry 17:
The following is a DFT calculation (wB97M-V/def2-TZVPD) of a cluster of 2 separate species, CH8N2P in total in a non-equilibrium geometry.

LUMO = -0.1427 hartree
energy relative to the best compared isomer or geometry (same formula, charge and spin) = 47.0 kcal/mol

The geometry in ORCA input format:
```
! wB97M-V def2-TZVPD RIJCOSX def2/J DEFGRID3
* xyz 1 1
C 0.9774 -0.0727 -0.4353
N -1.5790 -0.1530 0.1146
N 0.7520 0.4713 0.9071
P -0.5300 -1.0946 -0.9541
H 2.3080 -1.0147 -0.3134
H 1.3173 0.6727 -1.1434
H -2.1513 0.5427 -0.3550
H -2.2111 -0.7426 0.6489
H 1.1408 1.4051 1.0508
H -0.3592 0.4529 0.9319
H 1.0877 -0.1476 1.6492
H -0.7527 -0.3195 -2.1012
*
```

---

Entry 18:
The following is a DFT calculation (wB97M-V/def2-TZVPD) of a cluster of 2 separate species, CH8N2P in total in a non-equilibrium geometry.

LUMO = -0.1448 hartree
energy relative to the best compared isomer or geometry (same formula, charge and spin) = 59.2 kcal/mol

The geometry in ORCA input format:
```
! wB97M-V def2-TZVPD RIJCOSX def2/J DEFGRID3
* xyz 1 1
C -0.3255 -1.0639 -0.2513
N 0.8409 1.1984 -0.1230
N -1.2367 -0.1620 0.2114
P 1.4524 -0.5596 0.0951
H -0.0905 -1.1807 -1.8444
H -0.4224 -2.1843 -0.1170
H 1.3663 1.9501 0.3467
H 0.7216 1.4651 -1.1643
H -1.1962 -0.0056 1.2201
H -0.1978 0.9946 0.2641
H -2.2127 -0.1065 -0.1582
H 1.3006 -0.3455 1.5205
*
```

---

Entry 19:
The following is a DFT calculation (wB97M-V/def2-TZVPD) of a cluster of 2 separate species, CH8N2S in total in a non-equilibrium geometry.

LUMO (spin up / spin down) = 0.1417 / 0.1495 hartree
energy relative to the best compared isomer or geometry (same formula, charge and spin) = 14.0 kcal/mol

The geometry in ORCA input format:
```
! wB97M-V def2-TZVPD RIJCOSX def2/J DEFGRID3
* xyz -1 2
S -1.9925 -0.5098 1.3201
H -1.3216 -0.3403 2.3398
H -1.0204 -1.2708 0.7992
N 1.9210 -0.4048 -0.1558
C 1.4638 0.8094 -0.6756
N 0.6657 0.8627 -1.9292
H 2.1021 -1.0322 -0.9696
H 1.1872 -0.9022 0.3389
H 2.3289 1.4966 -0.9787
H 0.9953 1.3771 0.1208
H -0.3186 0.6282 -1.6285
H 1.0370 0.1388 -2.4954
*
```